Formula: C34H37NO5PSTi
Source: OMol25
Level of theory: ωB97M-V with the def2-TZVPD basis set

XYZ file:
```
80
Properties=species:S:1:pos:R:3:mulliken_charge:R:1
Ti -0.697 -0.164 0.804 -0.660
O -1.966 2.175 -2.249 -0.667
C -1.453 1.758 -1.249 0.369
O -1.298 0.481 -0.928 -0.414
C -0.981 2.652 -0.124 0.225
C -1.033 4.031 -0.045 -0.755
C -0.651 4.624 1.155 -0.666
C -0.279 3.846 2.252 -0.799
C -0.263 2.476 2.085 0.774
N -0.570 1.937 0.913 1.323
C -0.027 1.407 3.127 0.099
O 0.221 1.639 4.273 -0.616
O -0.156 0.195 2.587 -0.850
H -1.371 4.607 -0.896 0.657
H -0.672 5.702 1.249 0.484
H -0.027 4.279 3.209 0.622
C 4.630 1.473 -1.373 -2.005
C 4.295 1.573 0.096 1.554
C 5.219 2.214 0.920 -0.752
C 5.042 2.317 2.290 -0.862
C 3.934 1.737 2.887 -0.802
C 2.999 1.101 2.089 -1.598
C 3.139 1.043 0.700 0.992
P 1.810 0.136 -0.158 2.556
C 1.595 0.952 -1.770 0.941
C 1.668 2.350 -1.724 -1.270
C 1.375 3.121 -2.835 -0.870
C 0.992 2.498 -4.013 -1.020
C 0.904 1.117 -4.059 -0.763
C 1.186 0.320 -2.950 1.040
C 0.980 -1.166 -3.058 -1.288
C 2.415 -1.568 -0.180 0.263
C 3.740 -1.942 -0.392 -0.962
C 4.117 -3.262 -0.218 -0.837
C 3.175 -4.200 0.189 -0.672
C 1.859 -3.827 0.406 -0.807
C 1.460 -2.506 0.218 0.647
C 0.038 -2.075 0.372 -1.166
H 5.710 1.394 -1.494 0.577
H 4.300 2.358 -1.919 0.462
H 4.170 0.615 -1.859 0.246
H 6.112 2.630 0.467 0.505
H 5.786 2.824 2.891 0.411
H 3.796 1.767 3.960 0.511
H 2.167 0.600 2.557 0.468
H 1.981 2.841 -0.809 0.637
H 1.448 4.200 -2.780 0.488
H 0.757 3.083 -4.892 0.442
H 0.596 0.633 -4.978 0.443
H 0.961 -1.473 -4.103 0.552
H 0.014 -1.438 -2.619 0.044
H 1.754 -1.741 -2.553 0.219
H 4.482 -1.202 -0.665 0.353
H 5.146 -3.557 -0.376 0.461
H 3.474 -5.229 0.343 0.409
H 1.132 -4.564 0.726 0.550
H -0.486 -2.633 1.163 0.728
H -0.513 -2.275 -0.561 0.200
C -4.634 -2.205 3.068 -0.942
C -5.631 -1.557 2.113 -0.417
C -5.209 -0.197 1.577 -0.840
S -3.841 -0.059 0.410 0.761
O -2.610 -0.553 1.213 -0.267
C -4.178 -1.318 -0.837 -1.148
C -3.671 -2.722 -0.534 0.685
C -3.979 -3.653 -1.702 -1.627
H -5.031 -3.149 3.441 0.363
H -4.447 -1.560 3.928 0.387
H -3.674 -2.401 2.592 0.035
H -6.574 -1.389 2.638 0.401
H -5.877 -2.221 1.283 0.218
H -4.903 0.479 2.380 0.509
H -6.029 0.295 1.043 0.495
H -3.708 -0.920 -1.739 0.523
H -5.261 -1.289 -0.990 0.735
H -4.115 -3.105 0.382 0.147
H -2.595 -2.682 -0.364 -0.342
H -5.054 -3.732 -1.874 0.401
H -3.597 -4.654 -1.505 0.408
H -3.517 -3.292 -2.623 0.362
```

Properties
Net charge = +1
E = -3337.73601 Ha
Orbital gap = 7.780 eV